C26H40N4PdSi4Te | the ωB97M-V functional and the def2-TZVPD basis

Structure (XYZ):
```
76
Properties=species:S:1:pos:R:3:forces:R:3
Te 0.277 -1.630 0.457 -0.3 -0.4 -0.2
Pd 2.543 -0.237 0.530 0.3 0.2 0.2
Si -2.387 1.624 -0.124 0.1 0.0 0.0
Si -3.148 -1.868 -1.484 0.0 0.0 0.0
Si -1.974 -0.663 0.143 0.0 0.1 0.1
Si -2.993 -1.224 2.186 0.0 0.0 0.0
N 4.142 0.725 1.075 0.1 0.0 -0.1
N 4.975 0.209 2.037 -0.1 0.0 0.0
N 3.303 -1.448 2.033 0.0 0.0 0.0
N 2.602 1.218 -0.961 -0.2 0.0 -0.1
C 2.863 -2.592 2.584 0.0 0.0 0.0
C 5.177 -1.566 3.611 0.0 0.0 0.0
C -1.594 2.493 -1.585 0.0 0.0 0.0
C 3.487 -3.273 3.595 0.0 0.0 0.0
C 1.144 0.309 -2.671 -0.1 0.0 0.0
C 4.495 -0.887 2.532 0.0 0.0 0.0
C 5.607 3.969 0.103 0.0 0.0 0.0
C 3.567 2.191 -0.640 0.0 0.0 0.0
C -3.121 -3.103 2.309 0.0 0.0 0.0
C 4.690 -2.720 4.120 0.0 0.0 0.0
C -2.852 -1.204 -3.222 0.0 0.0 0.0
C -2.619 -3.672 -1.477 0.0 0.0 0.0
C 0.838 0.068 -3.997 0.0 0.0 0.0
C 4.452 1.869 0.426 0.0 0.0 0.0
C -4.748 -0.564 2.482 0.0 0.0 0.0
C -1.954 -0.620 3.631 0.0 0.0 0.0
C 4.690 4.335 -0.874 0.0 0.0 0.0
C 3.674 3.441 -1.230 0.0 0.0 0.0
C 2.318 0.992 -2.287 0.1 0.0 0.0
C -5.021 -1.855 -1.194 0.0 0.0 0.0
C -4.254 1.862 -0.358 0.0 0.0 0.0
C -1.879 2.543 1.437 0.0 0.0 0.0
C 5.499 2.743 0.752 0.0 0.0 0.0
C 3.175 1.375 -3.350 0.0 0.0 0.0
C 2.859 1.122 -4.672 0.0 0.0 0.0
C 1.680 0.475 -5.027 0.0 0.0 0.0
H -1.947 3.624 1.281 0.0 0.0 0.0
H 6.184 2.454 1.537 0.0 0.0 0.0
H -1.533 -3.747 -1.568 0.0 0.0 0.0
H -4.485 2.932 -0.359 0.0 0.0 0.0
H 3.064 -4.196 3.967 0.0 0.0 0.0
H 5.213 -3.217 4.932 0.0 0.0 0.0
H -4.844 1.383 0.425 0.0 0.0 0.0
H 3.559 1.433 -5.443 0.0 0.0 0.0
H -1.957 3.526 -1.604 0.0 0.0 0.0
H -4.757 0.523 2.589 0.0 0.0 0.0
H -1.786 -1.221 -3.455 -0.1 0.0 0.0
H -3.373 -1.823 -3.959 0.0 0.0 0.0
H -3.086 -4.210 -2.309 0.0 0.0 0.0
H -0.089 -0.443 -4.234 0.1 0.0 0.0
H 0.483 -0.039 -1.889 0.0 0.0 0.0
H 6.081 -1.104 3.985 0.0 0.0 0.0
H -2.331 -1.040 4.569 0.0 0.0 0.0
H -3.202 -0.174 -3.330 0.0 0.0 0.0
H 4.109 1.866 -3.117 0.0 0.0 0.0
H 6.409 4.648 0.376 0.0 0.0 0.0
H -5.266 -2.319 -0.235 0.0 0.0 0.0
H 2.966 3.714 -2.004 0.0 0.0 0.0
H -5.433 -0.843 -1.187 0.0 0.0 0.0
H -3.875 -3.497 1.623 0.0 0.0 0.0
H -0.916 -0.931 3.499 0.0 0.0 0.0
H -5.137 -0.994 3.411 0.0 0.0 0.0
H -2.902 -4.164 -0.544 0.0 0.0 0.0
H -0.506 2.507 -1.520 0.1 0.0 0.0
H -1.855 2.022 -2.536 0.0 0.0 0.0
H -0.849 2.301 1.709 0.0 0.0 0.0
H -4.577 1.452 -1.319 0.0 0.0 0.0
H -2.160 -3.562 2.065 0.0 0.0 0.0
H -5.524 -2.425 -1.982 0.0 0.0 0.0
H 4.759 5.300 -1.365 0.0 0.0 0.0
H -2.521 2.278 2.280 0.0 0.0 0.0
H 1.940 -2.983 2.173 0.0 0.0 0.0
H -5.434 -0.827 1.673 0.0 0.0 0.0
H -1.970 0.469 3.713 0.0 0.0 0.0
H 1.431 0.285 -6.064 0.0 0.0 0.0
H -3.399 -3.397 3.326 0.0 0.0 0.0
```
Forces are in eV/Å.

Properties
HOMO energy ... 0.0 eV
Charge ... -2
Electronic energy ... -75859.741 eV

***

C26H40N5O3S2Ti | the ωB97M-V functional and the def2-TZVPD basis

Structure (XYZ):
```
77
Properties=species:S:1:pos:R:3:forces:R:3
Ti 0.227 0.171 0.776 -0.3 0.5 0.4
S -1.609 3.002 -2.231 0.0 0.0 0.0
S -2.011 1.136 0.148 0.0 -0.1 0.0
O 0.126 0.971 2.432 0.0 -0.1 -0.4
O -3.780 1.711 -1.529 0.0 0.0 0.0
O 0.802 3.526 4.058 0.0 0.0 0.0
N -1.042 3.779 1.980 0.1 0.0 0.0
N -0.939 -1.671 1.360 0.0 0.1 0.0
N 1.741 1.445 -0.175 0.0 -0.1 -0.1
N 0.227 -1.121 -1.086 0.1 0.0 0.0
N 2.145 -0.855 1.408 0.0 -0.1 0.1
C -1.811 3.195 2.964 0.0 0.0 -0.1
C 1.685 1.680 -1.638 0.0 0.0 0.0
C 1.283 3.835 2.835 0.0 0.0 0.0
C -1.255 -0.063 5.633 0.0 0.0 0.0
C 2.104 4.677 0.303 0.0 0.0 0.0
C 0.767 4.384 0.548 0.0 0.0 0.0
C 1.723 3.279 5.103 0.0 0.0 0.0
C -2.502 1.979 -1.286 0.1 -0.1 -0.1
C -0.898 -2.097 -1.113 0.0 0.0 0.0
C -0.459 0.024 4.502 0.1 0.0 0.0
C 2.621 4.092 2.572 0.0 0.0 0.0
C 0.327 3.952 1.800 -0.1 0.1 0.0
C 2.277 -2.287 1.791 0.0 0.0 0.0
C 3.037 4.516 1.311 0.0 0.0 0.0
C 3.248 -0.385 0.549 0.0 0.0 0.0
C -2.419 1.901 4.904 0.0 0.0 0.0
C 1.093 -3.173 1.425 0.0 0.0 0.0
C 1.614 0.423 -2.491 0.0 0.0 0.0
C -0.233 -2.767 2.060 0.0 0.0 0.0
C -2.266 0.881 5.814 0.0 0.0 0.0
C -0.628 1.033 3.561 0.1 -0.2 0.2
C -1.715 -2.122 0.184 0.0 0.0 0.0
C 3.094 1.107 0.324 0.0 -0.1 0.0
C -4.441 2.376 -2.615 0.0 0.0 0.0
C -1.586 2.053 3.765 0.0 0.1 0.0
C 0.320 -0.367 -2.364 0.0 0.0 0.0
H 0.245 -1.073 -3.197 0.0 0.0 0.0
H -2.550 -1.435 0.084 0.0 0.0 0.0
H 1.689 0.747 -3.531 0.0 0.0 0.0
H 0.332 -0.699 4.330 0.0 0.0 0.0
H 1.477 2.341 0.244 0.1 0.0 0.0
H -2.113 -3.127 0.348 0.0 0.0 0.0
H 1.127 2.977 5.960 0.0 0.0 0.0
H 3.860 1.463 -0.368 0.0 0.0 0.0
H 0.035 4.493 -0.244 0.0 0.0 0.0
H 2.411 2.470 4.837 0.0 0.0 0.0
H -1.606 -1.278 2.025 0.0 0.0 0.0
H -5.462 2.010 -2.588 0.0 0.0 0.0
H -1.566 -1.815 -1.926 0.0 0.0 0.0
H 2.295 4.175 5.353 0.0 0.0 0.0
H 3.244 1.633 1.269 0.0 0.0 0.0
H 2.185 -0.306 2.265 0.0 0.0 0.0
H 4.081 4.748 1.142 0.0 0.0 0.0
H -2.769 3.683 3.092 0.0 0.0 0.0
H 1.088 -1.660 -1.018 0.0 0.0 0.0
H -3.187 2.648 5.065 0.0 0.0 0.0
H 1.337 -4.176 1.782 0.0 0.0 0.0
H -4.410 3.455 -2.473 0.0 0.0 0.0
H 3.179 -2.689 1.326 0.0 0.0 0.0
H -2.919 0.824 6.674 0.0 0.0 0.0
H 0.792 2.278 -1.824 0.0 0.0 0.0
H 2.433 -2.345 2.870 0.0 0.0 0.0
H -0.893 -3.638 2.108 0.0 0.0 0.0
H 3.345 4.013 3.370 0.0 0.0 0.0
H 0.990 -3.272 0.342 0.0 0.0 0.0
H -0.059 -2.444 3.087 0.0 0.0 0.0
H -1.585 4.226 1.257 0.0 0.0 0.0
H 2.402 5.035 -0.674 0.0 0.0 0.0
H -0.507 -3.087 -1.357 0.0 0.0 0.0
H -3.962 2.128 -3.560 0.0 0.0 0.0
H 3.205 -0.938 -0.393 0.0 0.0 0.0
H -1.098 -0.855 6.352 0.0 0.0 0.0
H 4.222 -0.594 1.002 0.0 0.0 0.0
H -0.536 0.305 -2.411 -0.1 0.0 0.0
H 2.556 2.275 -1.932 0.0 0.0 0.0
H 2.478 -0.230 -2.327 0.0 0.0 0.0
```
Forces are in eV/Å.

Properties
HOMO energy (alpha / beta) ... -8.1 / -10.2 eV
Energy relative to the best compared isomer or geometry (same formula, charge and spin) ... 0.0 kcal per mole
Multiplicity ... 3
Charge ... +1
Electronic energy ... -85986.888 eV

***

C26H41AlBr2LiN3O12 | the ωB97M-V functional and the def2-TZVPD basis

Structure (XYZ):
```
86
Properties=species:S:1:pos:R:3:forces:R:3
Br 0.150 3.673 3.814 -1.1 0.9 1.4
Br 4.323 -1.440 -6.698 1.0 0.1 -1.2
Al 6.393 -5.130 -6.654 -0.2 0.4 -0.3
O -4.251 0.222 -0.652 0.3 -0.4 0.2
O 2.931 -1.225 -3.233 0.3 -0.2 -0.1
O -5.649 -1.841 3.233 -0.1 0.0 0.0
O 5.037 -2.766 -2.671 -0.3 -0.3 -0.4
O 9.184 -1.086 -1.779 0.0 -0.1 0.0
O -7.496 -1.022 5.599 -0.1 0.0 -0.2
O 4.280 -5.504 -6.455 0.3 0.0 -0.2
O -3.712 -2.375 0.143 -0.5 1.0 -0.3
O 2.836 0.217 1.350 0.3 0.2 0.6
O -5.717 1.230 3.665 0.1 -0.1 0.0
O 3.147 -0.642 -0.688 -0.5 0.3 0.0
O 2.204 -4.030 -6.984 0.0 -0.7 0.2
N 7.705 -0.875 -0.067 -0.1 0.0 0.2
N -1.214 3.621 -4.230 0.6 -0.1 0.0
N 2.797 1.624 -0.433 1.4 -0.3 0.0
C -1.229 2.738 -1.027 0.3 0.2 -0.4
C 4.381 -3.056 -3.664 0.4 0.1 0.2
C 2.931 0.409 0.172 -0.4 -0.5 0.1
C -1.717 1.877 -0.059 -0.7 -0.4 0.0
C -6.593 -2.108 5.482 0.0 0.3 0.2
C -5.406 -1.724 4.625 0.1 -0.2 -0.1
C 1.947 3.667 0.760 1.0 0.1 -0.9
C 4.000 -4.468 -5.598 0.3 0.0 0.6
C 2.816 -3.677 -5.988 -0.2 0.9 -0.6
C 4.735 -4.201 -4.521 0.2 -0.5 0.0
C 0.643 3.094 0.357 0.8 0.0 0.4
C 2.485 -2.549 -5.137 -0.2 -0.1 1.2
C -6.456 -0.825 2.651 0.1 -0.1 -0.2
C 0.166 2.243 1.324 -1.2 -1.1 -1.1
C -2.315 3.923 -4.264 -0.6 0.2 -0.1
C 3.222 -2.269 -4.039 -1.4 -0.3 0.0
C -3.723 4.301 -4.308 0.0 0.0 0.0
C -1.053 1.617 1.122 0.7 0.0 0.1
C 8.847 -0.595 -0.720 0.1 0.1 0.0
C -4.799 2.300 3.608 -0.1 -0.1 0.1
C -8.730 -1.423 6.143 0.1 0.1 0.0
C -0.015 3.373 -0.818 -0.2 -0.1 0.3
C 3.194 2.752 0.390 -1.4 1.3 0.5
C -5.728 0.486 2.456 -0.2 0.2 0.3
C 7.369 -0.254 1.196 -0.1 -0.2 -0.2
C 6.778 -1.837 -0.652 0.4 0.2 0.1
Li 2.235 3.468 3.701 0.9 -0.1 0.1
H -3.851 5.297 -3.890 0.0 0.0 0.0
H -6.249 1.083 1.694 0.1 -0.1 -0.2
H 3.612 -1.233 -2.533 0.1 0.1 -0.2
H 3.658 2.425 1.319 0.1 -0.4 -0.2
H -4.866 2.848 4.546 0.0 0.0 0.0
H 9.476 0.144 -0.192 0.0 0.0 0.0
H -7.381 -0.686 3.214 0.1 0.1 0.1
H 2.358 -0.693 -1.250 0.1 -0.2 -0.2
H -4.603 -2.435 4.833 0.0 0.0 0.0
H -5.038 -0.728 4.880 -0.2 0.1 0.1
H -4.167 -0.699 -0.949 0.0 -0.6 0.2
H 6.430 0.298 1.099 0.0 0.0 0.1
H 7.250 -1.019 1.966 0.0 0.1 0.1
H -9.233 -2.137 5.481 0.0 -0.1 0.1
H 5.908 -1.956 -0.010 0.0 0.1 0.0
H 6.463 -1.492 -1.629 0.0 0.0 0.0
H -7.102 -2.973 5.038 0.1 -0.1 0.0
H 0.761 2.072 2.189 0.0 -0.5 0.0
H 5.598 -4.791 -4.225 -0.2 -0.1 0.2
H -1.759 2.915 -1.951 -0.1 -0.2 0.1
H 1.617 -1.967 -5.409 0.0 0.1 0.0
H 7.281 -2.797 -0.771 -0.1 0.0 -0.1
H 1.758 3.784 1.834 0.8 0.6 -0.3
H 8.155 0.435 1.501 0.0 0.0 0.0
H -3.774 1.928 3.495 0.0 0.1 -0.1
H 0.450 4.056 -1.515 -0.3 0.0 -0.3
H -9.357 -0.538 6.240 0.0 0.0 0.0
H -8.597 -1.873 7.135 -0.1 -0.1 0.0
H 2.098 4.623 0.262 0.0 0.3 0.3
H -1.431 0.945 1.878 -0.2 -0.1 -0.1
H 3.186 1.639 -1.364 -0.2 0.0 -0.1
H -6.723 -1.205 1.664 0.1 0.0 0.0
H -6.242 -2.371 6.491 0.0 -0.2 -0.1
H 3.910 3.374 -0.138 0.1 -0.1 -0.2
H -4.702 0.294 2.123 0.0 0.0 -0.1
H -2.661 1.363 -0.238 -0.3 0.1 0.0
H -4.312 3.592 -3.728 0.0 0.0 0.0
H -5.037 2.979 2.782 0.1 0.0 0.0
H -4.073 4.298 -5.338 0.0 0.0 0.0
H 3.570 -5.450 -7.145 -0.1 0.1 0.0
H -3.316 -3.263 0.159 0.3 0.1 -0.1
```
Forces are in eV/Å.

Properties
HOMO energy ... -7.4 eV
Charge ... 0
Electronic energy ... -203542.926 eV

***

charge of number 2 (C26H40N5O3S2Ti)?
+1

***

The highest electronic energy belongs to which entry?
C26H40N4PdSi4Te

***

What is the electronic energy in the first record?
-75859.741 eV